Computed, not measured: a structure of composition C44H78HgN5O7P2Si, with the ωB97M-V functional and the def2-TZVPD basis.

Geometry as XYZ:
```
138
Properties=species:S:1:pos:R:3:lowdin_spin:R:1
Hg -1.02632 -0.24966 0.01066 0.003
P 1.90468 1.99298 1.69214 0.298
P 3.38022 0.92067 -1.27981 0.053
Si -5.46790 -0.15099 1.02342 0.000
O 3.91893 -0.53926 -0.92979 0.004
O 1.45219 -2.38958 0.06000 0.000
O 4.33463 1.44627 -2.49201 0.033
O 0.93211 0.93101 1.24945 0.057
O 1.56840 2.38174 3.28071 0.150
O 1.36285 3.42764 1.06991 0.025
O 2.03233 0.87422 -1.89124 0.004
N -1.82547 -0.67465 2.25244 0.001
N -1.89456 2.18537 0.22673 0.002
N -2.58705 0.75220 -2.41802 0.000
N -3.78427 0.04390 1.22195 0.000
N 0.69867 3.24075 -2.70532 0.000
C 0.15897 -1.84122 2.96254 0.000
C 2.39235 -4.65244 -0.11196 0.000
C -2.59045 -2.41026 -3.26962 0.000
C -0.23514 -1.69083 -4.53831 0.000
C 1.73636 0.43930 4.71198 0.002
C 5.68549 -2.02376 -0.31459 0.000
C -1.65810 2.73789 -3.39516 0.000
C -5.92902 -0.23905 -0.80275 0.000
C 1.20838 -3.73014 -0.34120 0.000
C -3.43490 2.92068 -1.60994 0.000
C -2.02970 -3.01321 -0.24778 0.000
C -2.41440 -4.39784 -0.60571 0.000
C -1.34924 -2.03073 -5.29764 0.000
C 2.26415 1.82344 4.40214 0.008
C -3.33210 -5.05621 0.21546 0.000
C 6.52654 2.28413 -1.80948 0.005
C -6.50683 1.24904 1.74642 0.000
C -2.23743 -6.41699 -1.92562 0.000
C -3.15766 -0.34803 2.33030 0.000
C -3.12387 -1.07262 4.65055 0.000
C -0.69064 2.91950 -2.24381 0.000
C -1.86482 -5.10539 -1.67705 0.000
C 0.45846 5.15968 2.50974 0.001
C 2.96261 4.96424 2.20815 0.003
C -2.92699 2.10496 -2.80670 0.000
C 4.08718 -1.11894 1.42283 0.001
C 3.61508 1.93967 0.10794 0.290
C -1.81290 -1.52376 4.48380 0.000
C -1.55800 -2.03809 -1.02559 0.001
C -2.39111 3.31939 -0.56134 0.000
C 3.78054 1.81224 4.23398 0.018
C -3.71215 -6.36541 -0.03631 0.000
C -1.47478 -2.07900 -2.49555 0.000
C -1.20523 -1.29504 3.26627 0.000
C 6.09923 1.23561 -4.05528 0.001
C -0.30129 -1.70104 -3.15302 0.000
C 1.59158 4.75415 1.58342 0.001
C -1.19985 3.96198 -1.27524 0.000
C 4.85433 -0.84450 0.14272 0.001
C -6.11141 -1.77543 1.72729 0.000
C 5.74857 1.23066 -2.58062 0.001
C -3.16557 -7.05253 -1.11093 0.000
C -2.52936 -2.38379 -4.65461 0.000
C -3.78878 -0.49302 3.60640 0.000
H 0.05369 -2.83155 2.50983 0.000
H 5.51302 0.01841 0.27548 0.000
H -6.36223 1.34744 2.82471 0.000
H -0.50357 5.06575 2.00257 0.000
H -7.57161 1.07599 1.56734 0.000
H 4.49192 1.68525 0.69312 0.003
H 7.59513 2.06808 -1.85260 0.000
H 1.26205 3.47266 -1.88184 0.000
H -1.89626 3.70565 -3.85122 0.000
H 3.64278 2.98935 -0.17880 0.005
H 1.11856 2.39136 -3.10900 0.000
H 4.77176 -1.13562 2.27322 0.000
H -7.20204 -1.82032 1.67434 0.000
H -1.49705 4.88213 -1.79176 0.000
H -3.75486 -4.52155 1.05906 0.000
H -5.81863 -1.92499 2.76767 0.000
H -3.34019 0.30648 -1.91084 0.000
H 5.97347 0.24019 -2.17355 0.000
H -3.86525 3.84674 -2.00256 0.000
H 0.68635 -1.40101 -5.02928 0.000
H -6.93627 -0.65536 -0.88988 0.000
H 4.07641 1.13175 3.43273 0.010
H 0.58322 6.19744 2.82455 0.000
H -3.45032 -8.07872 -1.30470 0.000
H 5.03892 -2.86681 -0.54865 0.000
H -1.29934 -2.01555 -6.37891 0.000
H 2.02551 -1.94298 -0.57522 0.000
H 0.35938 -4.06362 0.25566 0.000
H -4.24209 2.37646 -1.11649 0.000
H 7.14528 0.96150 -4.19828 0.000
H 6.36940 -2.32124 0.48092 0.000
H -0.44016 4.19265 -0.53967 0.000
H 3.74875 4.53372 1.58494 0.000
H 2.19718 0.04737 5.62081 0.000
H 4.24566 1.47241 5.16044 0.001
H -1.19485 2.46526 0.90829 0.001
H 3.57196 -2.07661 1.36080 0.000
H 1.54690 5.39077 0.69020 0.000
H 5.47501 0.52333 -4.59338 0.000
H -2.15300 -2.79886 0.81214 0.000
H 6.22427 2.31563 -0.76413 0.003
H 3.33026 -0.35127 1.59103 0.003
H -1.13370 -4.62833 -2.31595 0.000
H 2.09480 -5.69417 -0.24396 0.000
H -3.40785 -2.63722 -5.23516 0.000
H 3.20264 -4.44479 -0.81178 0.000
H 1.96105 -0.23352 3.88425 0.001
H -1.79903 -6.94906 -2.76093 0.000
H -5.71112 -2.61605 1.15291 0.000
H -4.80809 -0.15246 3.72522 0.000
H -6.24433 2.20996 1.29462 0.000
H -1.28306 -2.03757 5.27390 0.000
H 0.44836 4.51403 3.38580 0.001
H -3.50942 -2.69132 -2.76883 0.000
H 6.35832 3.27108 -2.24526 0.000
H 2.77102 -4.52854 0.90440 0.000
H 0.72532 4.01318 -3.36914 0.000
H 3.15155 6.03414 2.30762 0.000
H -1.24663 2.08057 -4.16796 0.000
H 0.89049 -3.76421 -1.38936 0.000
H 0.65441 0.46335 4.84192 0.000
H 0.75098 -1.94982 3.86948 0.000
H -2.87157 4.07326 0.07732 0.000
H -5.94444 0.73108 -1.30327 0.000
H 4.16621 2.80302 3.99888 0.001
H -5.26006 -0.90639 -1.35039 0.000
H -2.37268 0.17809 -3.22474 0.000
H -0.57850 1.97560 -1.71912 0.000
H -4.43300 -6.85166 0.60885 0.000
H 3.01158 4.51224 3.19376 0.001
H 6.27045 -1.77864 -1.20151 0.000
H 5.94175 2.22919 -4.47872 0.000
H 2.01426 2.49707 5.22746 0.002
H -3.62471 -1.20307 5.60349 0.000
H -3.71648 2.13015 -3.57157 0.000
H 0.54677 -1.37263 -2.56230 0.000
H -2.65002 1.68537 0.70883 0.000
H 0.67805 -1.20952 2.24480 0.000
```

Computed properties:
Molecular weight = 1079.760 g/mol
Energy = -3649.61364 a.u.
Net charge = 0
LUMO level (spin up / spin down) = -0.21 / -0.21 eV
Spin multiplicity = 2
HOMO-LUMO gap (spin up / spin down) = 5.59 / 6.24 eV